No. 1
A 2-piece molecular cluster, C3H3NS overall at a distorted geometry, computed with ωB97M-V/def2-TZVPD.

Geometry as XYZ:
```
8
C3H3NS ωB97M-V/def2-TZVPD
C 0.8424 -0.4217 0.0116
C 2.2092 -0.7111 -0.0457
C -3.0402 0.7146 0.4743
N -0.2772 -0.1618 0.0341
S 3.2870 0.3111 -0.7120
H 2.5276 -1.6627 0.3683
H -2.4835 1.6572 0.4013
H -3.0652 0.2745 -0.5319
```

Summary:
Frontier orbital gap   6.87 eV
HOMO level   -0.329 Ha
Maximum force   2.07 eV/Å
Spin multiplicity   1
E_LUMO   -0.077 Eh

No. 2
A 5-piece molecular cluster, C10H30O6 overall at a distorted geometry, computed with ωB97M-V/def2-TZVPD.

Geometry as XYZ:
```
46
C10H30O6 ωB97M-V/def2-TZVPD
C 20.6047 -15.6047 -11.8682
C 19.8763 -14.7475 -10.8417
O 18.6446 -15.4266 -10.4889
O 21.2529 -16.7738 -11.2060
H 21.3501 -15.0801 -12.4659
H 19.9427 -15.9635 -12.6563
H 19.6507 -13.7890 -11.3093
H 20.4429 -14.5670 -9.9282
H 18.8232 -15.9483 -9.7031
H 22.1935 -16.6623 -11.3619
C 17.4607 -15.1487 -13.8695
C 16.5983 -15.5820 -15.0983
O 17.0668 -14.8264 -16.2279
H 17.3795 -15.9821 -13.1716
H 17.0782 -14.2715 -13.3476
H 18.5066 -15.0714 -14.1665
H 15.5401 -15.3394 -15.0011
H 16.5487 -16.6644 -15.2160
H 16.9614 -15.2561 -17.0799
C 23.3603 -15.4081 -9.0121
C 24.1131 -16.1844 -10.0747
O 23.7644 -15.9056 -11.4248
H 23.5672 -14.3576 -9.2165
H 23.7585 -15.7637 -8.0618
H 22.2784 -15.5405 -9.0240
H 23.8160 -17.2256 -9.9495
H 25.1901 -16.0167 -10.0815
H 24.5464 -16.0284 -11.9680
C 19.9199 -11.4965 -13.9672
C 20.9536 -10.6817 -14.8022
O 20.5465 -9.3256 -14.8871
H 19.8269 -10.8986 -13.0606
H 20.2318 -12.4831 -13.6244
H 18.9602 -11.5659 -14.4793
H 20.9897 -11.0196 -15.8378
H 21.9568 -10.7829 -14.3882
H 20.4607 -9.0429 -13.9737
C 20.6749 -20.0236 -8.0286
C 19.4597 -19.0927 -8.1761
O 19.7345 -17.8167 -8.7777
H 21.2317 -19.6790 -7.1572
H 21.2914 -19.9993 -8.9272
H 20.3481 -21.0598 -7.9417
H 18.9397 -19.0393 -7.2196
H 18.8268 -19.5795 -8.9181
H 20.4935 -17.9672 -9.3459
```

Summary:
Frontier orbital gap   10.13 eV
HOMO level   -0.355 Ha
Structure (SMILES)   OCCO.CCO.CCO.CCO.CCO
Maximum force   1.86 eV/Å
Spin multiplicity   1
E_LUMO   0.017 Eh